C5H12O4S4 | wB97M-V/def2-TZVPD

Last column: natural (NBO) charge in e.
Atoms and positions in Å:
C 2.78396 -1.68090 -0.22305  -0.29
O 2.79015 -0.38062 -0.77411  -0.69
S 1.82596 0.66741 -0.02016  2.53
O 1.95557 1.84783 -0.77953  -0.86
O 2.05930 0.61801 1.43040  -0.90
O 0.48134 -0.18511 -0.19807  -0.76
C -0.77147 0.47159 -0.09684  -0.15
S -1.28050 1.17044 -1.75238  0.16
C -0.30989 0.26729 -3.06264  -0.73
S -0.65706 1.90550 1.09715  0.25
C -2.36956 2.03249 1.48780  -0.77
S -2.01932 -0.80035 0.23530  0.31
C -1.27018 -1.47146 1.64645  -0.83
H 1.76984 -2.06591 -0.00522  0.20
H 3.37833 -1.69121 0.72218  0.20
H 3.26657 -2.45445 -0.88545  0.21
H 0.44856 0.98668 -3.17622  0.22
H -0.86427 0.10989 -4.07219  0.25
H 0.14020 -0.55972 -2.45950  0.24
H -2.71186 3.11845 1.77020  0.25
H -2.52788 1.41983 2.47646  0.22
H -2.96843 1.70223 0.72902  0.23
H -1.94903 -2.15969 2.19341  0.25
H -0.83407 -0.71924 2.35067  0.25
H -0.36627 -2.14897 1.36633  0.22

The LUMO energy is 0.49 eV. The calculation puts the HOMO energy at -0.316 Eh. Its total energy is -2091.3191 Eh. As for the energy relative to the best compared isomer or geometry (same formula, charge and spin): 1.643 eV. As for the charge: 0.

C5H12OS | wB97M-V/def2-TZVPD

Last column: natural (NBO) charge in e.
Atoms and positions in Å:
C -0.35846 -1.57404 -0.56632  -0.62
C -0.24861 -0.09896 0.02357  -0.08
C -0.34461 -0.03336 1.55558  -0.62
C -1.37690 0.76878 -0.63071  -0.62
C 1.10941 0.43889 -0.43404  0.01
O 1.40713 1.67779 0.06092  -0.73
S 2.59392 -0.52703 -0.17528  0.02
H -1.19747 -2.21830 -0.09935  0.21
H 0.71435 -1.96602 -0.42107  0.23
H -0.63270 -1.53868 -1.53353  0.20
H -0.10748 0.92261 1.84161  0.22
H 0.49257 -0.66682 1.95495  0.20
H -1.31878 -0.52061 1.78859  0.22
H -1.86604 1.35393 0.05981  0.21
H -0.92758 1.42906 -1.41775  0.20
H -1.99900 0.04374 -1.23408  0.22
H 0.90089 0.44063 -1.74443  0.15
H 0.64308 2.31570 -0.12989  0.48
H 2.51627 -0.24731 1.10141  0.11

The LUMO energy is 0.67 eV. The calculation puts the HOMO energy at -0.337 Eh. Its total energy is -671.0625 Eh. As for the energy relative to the best compared isomer or geometry (same formula, charge and spin): 1.924 eV. As for the charge: 0.

C5H12OS2 | wB97M-V/def2-TZVPD

Last column: natural (NBO) charge in e.
Atoms and positions in Å:
C 0.09176 1.52831 -1.18178  -0.66
C -0.02819 0.62296 0.09539  -0.24
C 1.54848 -0.14124 0.45197  0.02
O 2.40847 0.61773 1.25873  -0.71
S 2.43681 -0.70178 -1.09224  -0.11
C -0.97408 -0.63527 0.02909  -0.23
C -1.46924 -1.47751 1.19772  -0.62
S -2.63751 0.02811 -0.71029  -0.13
H 0.28975 2.55940 -0.76446  0.21
H -0.98889 1.62590 -1.61682  0.25
H 0.77567 1.24759 -1.95660  0.23
H -0.38166 1.21238 0.96662  0.21
H 1.42885 -1.05907 1.02562  0.19
H 2.41877 1.54172 0.99769  0.47
H 3.33109 0.39504 -0.92945  0.15
H -0.68528 -1.24801 -0.76289  0.20
H -1.98504 -2.25150 0.71637  0.22
H -0.66066 -1.82208 1.77297  0.20
H -2.03868 -0.90791 1.88562  0.22
H -2.88041 -1.13475 -1.38326  0.13

The LUMO energy is 0.64 eV. The calculation puts the HOMO energy at -0.329 Eh. Its total energy is -1069.2464 Eh. As for the energy relative to the best compared isomer or geometry (same formula, charge and spin): 2.009 eV. As for the charge: 0.

C5H12OSi | wB97M-V/def2-TZVPD

Last column: natural (NBO) charge in e.
Atoms and positions in Å:
C -2.46293 1.03909 0.03551  -0.75
C -1.25934 1.04224 -0.83290  0.37
O -1.13238 1.67643 -1.83488  -0.55
Si 0.41874 -0.19856 -0.07998  1.38
C -0.10861 -1.98785 0.54522  -1.11
C 1.66598 -0.21348 -1.51248  -1.11
C 1.27144 0.65764 1.43924  -1.10
H -2.96023 0.02836 -0.05429  0.24
H -2.10616 1.22201 1.08916  0.24
H -3.20213 1.81077 -0.37587  0.23
H 0.60749 -2.76380 0.06815  0.24
H -0.15396 -2.15859 1.63772  0.24
H -1.14947 -2.22577 0.12566  0.23
H 2.19004 0.68533 -1.32506  0.24
H 2.43946 -1.02200 -1.31651  0.23
H 1.30709 -0.40105 -2.55025  0.26
H 2.16494 0.13656 1.69518  0.23
H 1.76036 1.61618 0.92495  0.23
H 0.70967 1.05647 2.32144  0.25

The LUMO energy is 0.86 eV. The calculation puts the HOMO energy at -0.308 Eh. Its total energy is -562.4099 Eh. As for the energy relative to the best compared isomer or geometry (same formula, charge and spin): 1.350 eV. As for the charge: 0.

C5H12P2S | wB97M-V/def2-TZVPD

Last column: natural (NBO) charge in e.
Atoms and positions in Å:
C 0.29048 -2.51693 0.89562  -0.94
P 0.87881 -0.81895 0.88926  0.51
C 1.55098 -0.51972 -0.90147  -0.67
C 0.51266 0.18085 -1.77786  -0.42
C 0.03415 1.32919 -0.84338  -0.75
P -0.83747 0.45323 0.48389  0.90
C -1.20272 1.86054 1.55375  -0.98
S -3.16652 -0.75158 0.16225  -0.59
H -0.32087 -2.70617 0.06152  0.25
H -0.18081 -2.64640 1.85277  0.25
H 1.17770 -3.21510 1.02770  0.25
H 1.78799 -1.42827 -1.47777  0.24
H 2.42142 0.19731 -0.94894  0.23
H 1.12898 0.55890 -2.65217  0.22
H -0.34384 -0.38436 -2.14901  0.23
H 0.94603 1.78859 -0.44718  0.24
H -0.81334 1.99818 -1.18897  0.25
H -1.20083 2.82638 0.92808  0.25
H -2.09434 1.78326 2.12317  0.27
H -0.56847 2.01105 2.40875  0.25

The LUMO energy is -0.45 eV. The calculation puts the HOMO energy at -0.288 Eh. Its total energy is -1278.5116 Eh. As for the energy relative to the best compared isomer or geometry (same formula, charge and spin): 2.062 eV. As for the charge: 0.

C5H12S | wB97M-V/def2-TZVPD

Last column: natural (NBO) charge in e.
Atoms and positions in Å:
C -1.15658 2.05475 0.93992  -0.41
C -0.83647 0.83325 1.37566  -0.18
C -1.70558 -0.41811 1.37713  -0.66
H -0.47320 2.89574 1.02093  0.20
H -1.96900 2.10784 0.21861  0.18
H 0.08879 0.89009 1.96233  0.19
H -1.57491 -0.88578 2.35149  0.22
H -2.73698 -0.24931 1.07084  0.22
H -1.35988 -1.11949 0.63359  0.23
C 2.08920 -0.40918 -0.84879  -0.63
C 0.74111 -0.32065 -1.53874  -0.50
S -0.09164 -1.93028 -1.93991  -0.08
H 2.97225 -0.58544 -1.45517  0.21
H 2.09367 -1.10165 -0.00314  0.21
H 2.25528 0.54167 -0.34819  0.22
H 0.06229 0.04573 -0.71933  0.23
H 0.63778 0.35773 -2.36830  0.22
H 0.96385 -2.70693 -1.72893  0.12

The LUMO energy is 0.97 eV. The calculation puts the HOMO energy at -0.325 Eh. Its total energy is -595.8347 Eh. As for the energy relative to the best compared isomer or geometry (same formula, charge and spin): 1.287 eV. As for the charge: 0.

C5H12S | wB97M-V/def2-TZVPD

Last column: natural (NBO) charge in e.
Atoms and positions in Å:
C 2.20369 0.22753 -0.02619  -0.63
C 0.92656 -0.48800 -0.47411  -0.41
C -0.49504 0.11069 -0.08801  -0.14
C -1.53733 -0.28953 -1.13125  -0.62
C -1.00382 -0.30128 1.31658  -0.62
S -0.30588 1.90156 -0.19349  -0.04
H 2.42909 1.04703 -0.69937  0.22
H 3.02131 -0.53440 0.01770  0.21
H 2.24599 0.70420 0.92863  0.21
H 0.88768 -1.57461 -0.19672  0.20
H 0.97787 -0.52568 -1.60051  0.20
H -1.72807 -1.39010 -1.09074  0.21
H -1.41688 0.03423 -2.16257  0.22
H -2.39670 0.16270 -0.68708  0.21
H -2.03813 0.00024 1.48055  0.22
H -0.99683 -1.40826 1.42099  0.21
H -0.39828 0.05743 2.13185  0.22
H -0.37522 2.26625 1.05374  0.12

The LUMO energy is 0.83 eV. The calculation puts the HOMO energy at -0.326 Eh. Its total energy is -595.8708 Eh. As for the energy relative to the best compared isomer or geometry (same formula, charge and spin): 0.306 eV. As for the charge: 0.

C5H12S | wB97M-V/def2-TZVPD

Last column: natural (NBO) charge in e.
Atoms and positions in Å:
C 2.08047 -1.05372 -0.65341  -0.71
S 1.89173 0.22253 0.76156  0.18
C 1.23211 1.84867 0.25522  -0.72
H 1.15700 -0.93884 -1.18912  0.20
H 2.91716 -0.67594 -1.24910  0.24
H 2.40234 -2.16338 -0.31358  0.28
H 1.98616 2.51235 0.35256  0.24
H 0.38891 2.12438 0.81915  0.21
H 1.04497 1.82699 -0.82140  0.22
C -1.19620 -1.40896 0.56157  -0.78
C -2.14061 -0.35957 0.34026  0.12
C -1.93317 0.85012 -0.38610  -0.17
H -1.26406 -1.85921 1.58243  0.29
H -0.04276 -1.04111 0.44580  0.28
H -1.34543 -2.25080 -0.13807  0.33
H -3.15767 -0.50907 0.89415  0.28
H -2.77895 1.23487 -1.03199  0.25
H -1.24201 1.64069 -0.22992  0.25

Its spin multiplicity is 2. The LUMO energy (alpha / beta) is -5.85 / -7.89 eV. Its expectation value of S² is 0.7593. The calculation puts the HOMO energy (alpha / beta) at -0.461 / -0.448 Eh. Its total energy is -595.4430 Eh. As for the energy relative to the best compared isomer or geometry (same formula, charge and spin): 3.318 eV. As for the charge: +1.

C5H12S2 | wB97M-V/def2-TZVPD

Last column: natural (NBO) charge in e.
Atoms and positions in Å:
C 1.10850 2.50784 -1.93082  -0.62
C -0.30630 2.62602 -1.40329  -0.41
C -0.81926 1.66441 -0.29558  -0.52
S 0.54684 0.62442 0.36464  0.07
S -0.32752 -0.91771 1.25409  0.09
C -0.30849 -2.22484 -0.03268  -0.54
C 0.10411 -3.53581 0.69384  -0.62
H 1.37715 3.22815 -2.69565  0.22
H 1.81721 2.47160 -1.10146  0.21
H 1.21658 1.51582 -2.38082  0.21
H -0.45997 3.62329 -0.97230  0.20
H -1.07487 2.56470 -2.17695  0.21
H -1.64867 1.03165 -0.61646  0.22
H -1.25257 2.17952 0.56242  0.21
H 0.38658 -2.04169 -0.85334  0.22
H -1.25553 -2.40268 -0.54207  0.21
H 0.87611 -3.40399 1.44806  0.22
H -0.76174 -3.77159 1.32921  0.20
H 0.31916 -4.33693 -0.00394  0.22

The LUMO energy is 0.93 eV. The calculation puts the HOMO energy at -0.321 Eh. Its total energy is -994.0610 Eh. As for the energy relative to the best compared isomer or geometry (same formula, charge and spin): 0.443 eV. As for the charge: 0.

C5H12S4 | wB97M-V/def2-TZVPD

Last column: natural (NBO) charge in e.
Atoms and positions in Å:
C 0.74449 1.19662 0.31468  -0.70
C 0.54659 -0.08174 -1.79058  -0.72
C 1.00769 -1.31815 0.24660  -0.61
C 0.36104 -0.13406 -0.31706  0.17
C -1.77474 -0.36630 0.10267  -0.52
S 2.78672 -0.94415 0.32620  -0.05
S -2.15656 -1.68225 -1.06874  0.02
S -2.25325 -1.07282 1.73050  0.01
S -2.47281 1.17492 -0.38211  0.03
H 0.13686 1.42966 1.17797  0.21
H 1.75967 1.27773 0.68056  0.24
H 0.44226 1.84407 -0.47793  0.22
H 1.58638 0.37025 -2.02155  0.25
H 0.42605 -1.12893 -2.32334  0.23
H -0.25733 0.62211 -2.11037  0.23
H 0.57854 -1.54363 1.25056  0.24
H 0.74569 -2.20732 -0.36745  0.23
H 3.34286 -1.90796 -0.44588  0.14
H -1.70506 -2.54974 -0.21138  0.11
H -2.21246 0.22038 2.26748  0.14
H -3.10646 0.74410 -1.50336  0.14

The LUMO energy is 0.34 eV. The calculation puts the HOMO energy at -0.299 Eh. Its total energy is -1790.3401 Eh. As for the energy relative to the best compared isomer or geometry (same formula, charge and spin): 3.198 eV. As for the charge: 0.

C5H12SSi | wB97M-V/def2-TZVPD

Last column: natural (NBO) charge in e.
Atoms and positions in Å:
C 0.34854 2.78479 -0.60335  -0.08
C -0.07700 1.94134 0.24850  -0.75
C 0.58796 -0.58352 1.45957  -1.14
C 0.33790 -0.45269 -1.66638  -1.11
C -2.17518 -0.21248 0.02535  -1.14
Si -0.35122 0.05504 0.03261  1.62
S 3.99965 -0.29896 0.13822  -0.08
H 0.80576 2.81536 -1.51767  0.16
H 3.05749 -1.21510 0.26389  0.08
H -0.34362 2.23222 1.26852  0.22
H 0.10501 -0.61696 2.45998  0.26
H 0.66922 -1.61316 1.29948  0.23
H 1.57320 -0.25264 1.50361  0.25
H 1.40163 -0.35634 -1.73780  0.24
H -0.20411 -1.41392 -1.61929  0.23
H -0.09430 -0.09652 -2.57310  0.25
H -2.57567 -0.20742 -0.99880  0.25
H -2.54847 -1.09421 0.56032  0.24
H -2.58694 0.62369 0.62546  0.25

The LUMO energy (alpha / beta) is 0.54 / -2.63 eV. The calculation puts the HOMO energy (alpha / beta) at -0.359 / -0.274 Eh. Its total energy is -885.2195 Eh. As for the energy relative to the best compared isomer or geometry (same formula, charge and spin): 4.702 eV. As for the charge: 0.

C5H12SSi | wB97M-V/def2-TZVPD

Last column: natural (NBO) charge in e.
Atoms and positions in Å:
C 2.49213 2.14873 0.27313  -0.48
C 2.32586 1.19493 1.14220  -0.01
C -2.68995 -0.02755 -0.61076  -1.11
C -0.79091 -1.97236 0.85264  -1.16
C 0.54536 -0.32236 -1.38390  -1.10
Si -0.89485 -0.43317 -0.13762  1.50
S -0.46363 1.07535 1.41120  -0.49
H 3.46028 2.65147 0.15721  0.23
H 1.79237 2.40963 -0.39890  0.22
H 2.93125 0.66925 1.90781  0.21
H -3.10314 0.39345 0.33901  0.25
H -2.83129 0.73375 -1.39244  0.25
H -3.12107 -1.00562 -0.81067  0.24
H -0.93449 -2.93323 0.35394  0.24
H 0.20294 -2.08419 1.23069  0.25
H -1.46920 -1.82820 1.73070  0.25
H 1.40845 -0.43127 -0.75154  0.24
H 0.45875 -1.00145 -2.21156  0.24
H 0.68113 0.76285 -1.70115  0.24

The LUMO energy (alpha / beta) is -1.39 / -1.39 eV. The calculation puts the HOMO energy (alpha / beta) at -0.314 / -0.314 Eh. Its total energy is -885.2770 Eh. As for the energy relative to the best compared isomer or geometry (same formula, charge and spin): 3.136 eV. As for the charge: 0.

What did the ninth record say?
C5H12S2 | wB97M-V/def2-TZVPD

Last column: natural (NBO) charge in e.
Atoms and positions in Å:
C 1.10850 2.50784 -1.93082  -0.62
C -0.30630 2.62602 -1.40329  -0.41
C -0.81926 1.66441 -0.29558  -0.52
S 0.54684 0.62442 0.36464  0.07
S -0.32752 -0.91771 1.25409  0.09
C -0.30849 -2.22484 -0.03268  -0.54
C 0.10411 -3.53581 0.69384  -0.62
H 1.37715 3.22815 -2.69565  0.22
H 1.81721 2.47160 -1.10146  0.21
H 1.21658 1.51582 -2.38082  0.21
H -0.45997 3.62329 -0.97230  0.20
H -1.07487 2.56470 -2.17695  0.21
H -1.64867 1.03165 -0.61646  0.22
H -1.25257 2.17952 0.56242  0.21
H 0.38658 -2.04169 -0.85334  0.22
H -1.25553 -2.40268 -0.54207  0.21
H 0.87611 -3.40399 1.44806  0.22
H -0.76174 -3.77159 1.32921  0.20
H 0.31916 -4.33693 -0.00394  0.22

The LUMO energy is 0.93 eV. The calculation puts the HOMO energy at -0.321 Eh. Its total energy is -994.0610 Eh. As for the energy relative to the best compared isomer or geometry (same formula, charge and spin): 0.443 eV. As for the charge: 0.